No. 1
ORCA calculation (wB97M-V/def2-TZVPD) on C19H26N5Ru as an isolated structure.

Geometry as XYZ:
```
51
Properties=species:S:1:pos:R:3:lowdin_charge:R:1
Ru 0.114 0.668 -0.056 1.227
C 2.847 0.136 3.187 -0.042
C 3.465 -1.067 2.865 -0.039
C 3.089 -1.759 1.726 0.005
C 2.100 -1.234 0.897 -0.182
C 1.494 -0.010 1.210 -0.250
C 1.853 0.665 2.367 -0.108
C 1.554 -1.868 -0.295 -0.194
C 1.958 -3.094 -0.854 0.035
C 1.342 -3.545 -1.983 0.049
C 0.298 -2.798 -2.581 -0.136
C -0.385 -3.226 -3.741 0.008
C -1.398 -2.474 -4.268 -0.033
C -1.775 -1.265 -3.650 -0.037
C -1.131 -0.824 -2.525 -0.042
C -0.075 -1.580 -1.978 -0.197
N 0.579 -1.143 -0.850 -0.023
H 3.135 0.665 4.086 0.122
H 4.232 -1.469 3.512 0.123
H 3.562 -2.704 1.491 0.122
H 1.377 1.603 2.637 0.102
H 2.750 -3.660 -0.387 0.125
H 1.641 -4.483 -2.434 0.140
H -0.094 -4.161 -4.202 0.133
H -1.919 -2.806 -5.155 0.124
H -2.588 -0.686 -4.068 0.122
H -1.455 0.101 -2.050 0.080
N -1.197 -0.314 1.346 -0.055
C -2.478 0.226 1.887 -0.193
C -2.290 1.631 2.458 -0.180
C -2.918 2.722 1.592 -0.183
C -2.530 2.666 0.124 -0.220
N -1.051 2.570 -0.061 -0.064
H -1.394 -1.227 0.935 0.111
H -0.595 -0.530 2.140 0.099
H -2.843 -0.465 2.647 0.129
H -3.211 0.217 1.080 0.116
H -1.218 1.812 2.591 0.093
H -2.725 1.690 3.455 0.125
H -2.663 3.705 1.997 0.125
H -4.006 2.649 1.647 0.131
H -2.893 3.565 -0.376 0.128
H -2.983 1.814 -0.385 0.105
H -0.590 3.193 0.601 0.096
H -0.834 2.980 -0.968 0.089
N 1.907 2.597 -0.260 -0.007
N 1.535 1.635 -1.274 -0.117
H 2.213 3.467 -0.688 0.109
H 2.669 2.214 0.288 0.089
H 2.325 1.071 -1.584 0.124
H 1.201 2.133 -2.096 0.117
```

Values from the calculation:
HOMO (alpha / beta) ... -14.564 / -14.583 eV
⟨S²⟩ ... 0.755
Charge ... +2
Spin multiplicity ... 2
Relative energy (zero: lowest compared OMol25 entry of this formula, charge and spin) ... 0.0 kcal per mole


No. 2
ORCA calculation (wB97M-V/def2-TZVPD) on C29H55CrN4O6P2 as an isolated structure.

Geometry as XYZ:
```
97
Properties=species:S:1:pos:R:3:lowdin_charge:R:1
Cr -0.165 -0.628 -1.236 0.795
C 1.514 -1.614 -4.600 -0.029
C 1.703 -0.634 -3.474 -0.295
C 1.351 0.706 -3.618 -0.061
C 1.791 1.668 -2.715 -0.060
C 2.596 1.300 -1.649 -0.077
C 2.914 -0.041 -1.465 -0.079
C 2.444 -1.002 -2.348 -0.053
H 0.737 -1.301 -5.298 0.084
H 1.302 -2.620 -4.244 0.078
H 2.444 -1.665 -5.170 0.111
H 0.831 1.016 -4.518 0.117
H 1.554 2.712 -2.875 0.124
H 2.987 2.056 -0.980 0.112
H 3.575 -0.346 -0.664 0.096
H 2.751 -2.035 -2.223 0.136
C -2.883 1.455 2.152 -0.022
C -1.685 2.323 2.465 -0.405
C -1.724 2.919 3.851 -0.016
O -0.483 1.467 2.397 -0.162
P 0.503 1.456 1.189 0.497
O -0.128 1.043 -0.115 -0.342
C 1.765 0.311 1.744 -0.181
P 1.289 -1.427 1.604 0.491
O 0.348 -1.641 0.439 -0.343
O 0.626 -1.737 2.974 -0.169
C -0.135 -2.991 3.223 -0.400
C -1.605 -2.660 3.117 -0.032
C 0.280 -3.489 4.584 -0.021
O 2.539 -2.307 1.371 -0.158
C 3.787 -2.568 2.154 -0.361
C 3.825 -1.819 3.466 -0.033
C 4.941 -2.235 1.242 -0.031
O 1.116 2.871 0.985 -0.165
C 1.733 3.668 2.089 -0.398
C 1.101 5.036 2.038 -0.022
C 3.225 3.682 1.863 -0.025
H -3.793 2.055 2.177 0.101
H -2.979 0.660 2.891 0.096
H -2.785 1.000 1.164 0.049
H -1.560 3.107 1.712 0.135
H -1.791 2.133 4.602 0.102
H -2.596 3.564 3.952 0.105
H -0.836 3.519 4.048 0.081
H 2.016 0.537 2.783 0.101
H 2.651 0.473 1.130 0.069
H 0.166 -3.700 2.446 0.139
H -1.880 -1.935 3.882 0.095
H -2.198 -3.561 3.276 0.100
H -1.848 -2.252 2.135 0.067
H 0.063 -2.739 5.345 0.102
H 1.341 -3.735 4.617 0.084
H -0.281 -4.391 4.827 0.103
H 3.733 -3.641 2.328 0.152
H 3.937 -0.744 3.312 0.083
H 4.705 -2.151 4.018 0.110
H 2.954 -2.015 4.089 0.073
H 4.994 -1.159 1.060 0.081
H 4.859 -2.764 0.294 0.092
H 5.876 -2.533 1.716 0.105
H 1.478 3.160 3.023 0.135
H 1.308 5.518 1.083 0.100
H 1.520 5.658 2.829 0.107
H 0.023 4.985 2.186 0.075
H 3.466 4.150 0.909 0.098
H 3.650 2.677 1.887 0.075
H 3.705 4.262 2.651 0.105
C -3.492 0.914 -4.300 -0.032
C -2.101 0.439 -3.831 -0.111
N -1.984 0.490 -2.358 -0.173
C -3.143 -0.217 -1.767 -0.121
C -4.462 0.522 -2.078 -0.033
N -4.166 1.555 -3.126 -0.076
C -3.270 2.618 -2.561 -0.032
C -2.043 1.913 -1.950 -0.125
H -4.129 0.097 -4.636 0.148
H -3.430 1.657 -5.092 0.149
H -1.318 1.060 -4.258 0.119
H -1.945 -0.579 -4.167 0.101
H -3.005 -0.282 -0.688 0.118
H -3.165 -1.231 -2.162 0.122
H -4.869 1.046 -1.215 0.144
H -5.226 -0.142 -2.478 0.148
H -5.042 1.979 -3.432 0.203
H -3.841 3.171 -1.818 0.146
H -3.017 3.291 -3.379 0.147
H -2.074 1.953 -0.865 0.101
H -1.124 2.404 -2.265 0.130
N -1.534 -4.545 -1.938 0.110
C -1.610 -4.182 -3.257 -0.027
C -1.171 -2.898 -3.304 -0.137
N -0.828 -2.473 -2.032 -0.031
C -1.064 -3.506 -1.236 -0.138
H -1.765 -5.451 -1.558 0.180
H -1.933 -4.860 -4.027 0.138
H -1.023 -2.288 -4.174 0.087
H -0.884 -3.524 -0.176 0.125
```

Values from the calculation:
HOMO (alpha / beta) ... -16.251 / -16.628 eV
⟨S²⟩ ... 6.008
Charge ... +3
Spin multiplicity ... 5
Relative energy (zero: lowest compared OMol25 entry of this formula, charge and spin) ... 0.0 kcal per mole


No. 3
ORCA calculation (wB97M-V/def2-TZVPD) on one molecule with the formula C2H6N2O3 at a distorted geometry.

Geometry as XYZ:
```
13
Properties=species:S:1:pos:R:3:lowdin_charge:R:1
C -0.648 1.281 1.461 -0.167
C -1.146 0.775 0.129 -0.309
N 0.910 -0.028 -0.219 -0.119
N -0.228 -0.062 -0.654 0.042
O 1.883 -0.639 -0.525 0.044
O 1.640 -2.910 -1.536 -0.030
O 1.940 -1.613 -1.849 -0.107
H -1.548 1.892 1.864 0.095
H 0.217 2.012 1.310 0.083
H -0.313 0.464 2.201 0.091
H -1.357 1.762 -0.457 0.130
H -2.145 0.102 0.258 0.148
H 0.794 -3.037 -1.983 0.098
```

Values from the calculation:
Structure (SMILES) ... CC/N=N/OOO
HOMO (alpha / beta) ... -9.287 / -9.285 eV
Charge ... 0
Relative energy (zero: lowest compared OMol25 entry of this formula, charge and spin) ... 227.9 kcal per mole


No. 4
ORCA calculation (wB97M-V/def2-TZVPD) on a 2-piece molecular cluster, C6H18N2O3S2 overall at a distorted geometry.

Geometry as XYZ:
```
31
Properties=species:S:1:pos:R:3:lowdin_charge:R:1
C 2.519 0.087 -1.677 -0.035
C -3.257 1.718 0.374 -0.016
C 4.011 -0.791 1.701 -0.044
C -4.201 -1.004 -1.308 -0.209
C 2.735 0.488 -0.269 -0.696
C -2.069 0.870 0.403 -0.526
N 3.900 -0.481 0.273 0.052
N -3.520 -1.200 -0.094 -0.126
O 3.165 1.759 -0.066 0.022
O -1.554 0.402 1.549 0.001
O 0.106 -0.398 -0.413 -0.870
S 1.178 0.127 0.751 1.062
S -1.216 0.354 -1.040 1.144
H 1.719 0.698 -2.092 0.100
H 2.145 -0.893 -1.643 0.070
H 3.404 0.149 -2.392 0.154
H -4.048 1.037 0.676 0.109
H -3.595 1.965 -0.615 0.104
H -3.263 2.508 1.112 0.124
H 4.586 -0.135 2.299 0.102
H 3.132 -0.861 2.233 0.034
H 4.393 -1.845 1.900 0.150
H -3.519 -0.328 -1.966 0.072
H -4.529 -1.820 -1.912 0.081
H -5.090 -0.415 -1.206 0.079
H 4.775 -0.029 0.094 0.164
H 3.869 -1.441 -0.279 0.238
H -4.150 -1.798 0.590 0.164
H -2.712 -1.848 -0.173 0.093
H 3.002 2.300 0.755 0.166
H -1.918 0.825 2.436 0.236
```

Values from the calculation:
HOMO ... -15.891 eV
Charge ... +2
Relative energy (zero: lowest compared OMol25 entry of this formula, charge and spin) ... 19.5 kcal per mole